# 1
Below is a single C4H6O2 molecule, with properties calculated with ωB97M-V/def2-TZVPD.

Values from the calculation:
relative energy (zero: lowest compared OMol25 entry of this formula, charge and spin)	3.514	eV
E_tot	-306.377145	Eh

The geometry in ORCA input format:
```
! wB97M-V def2-TZVPD RIJCOSX def2/J DEFGRID3
* xyz 0 1
O 1.77069 -0.03763 -0.93233
C 0.91527 0.20129 0.14878
C -0.43471 0.93298 -0.06168
C -1.15276 -0.33562 -0.55817
C -0.27759 -0.70181 0.64929
O -0.76255 0.51627 1.31065
H 2.58604 -0.45378 -0.61315
H 1.46446 0.60671 1.00440
H -0.64044 1.97093 -0.33267
H -2.22283 -0.33099 -0.31622
H -0.94947 -0.75170 -1.54665
H -0.29610 -1.61665 1.24776
*
```

natural (NBO) charges in e:
1. O -0.71
2. C 0.08
3. C 0.06
4. C -0.43
5. C 0.05
6. O -0.52
7. H 0.48
8. H 0.17
9. H 0.20
10. H 0.22
11. H 0.21
12. H 0.19

# 2
Below is a molecular structure, C24H25BrFN3OPtSe in a non-equilibrium geometry, with properties calculated with ωB97M-V/def2-TZVPD.

Values from the calculation:
relative energy (zero: lowest compared OMol25 entry of this formula, charge and spin)	2.163	eV
E_tot	-6363.665879	Eh

The geometry in ORCA input format:
```
! wB97M-V def2-TZVPD RIJCOSX def2/J DEFGRID3
* xyz 0 1
Pt 0.13432 0.23953 1.25780
O -5.68651 -1.53162 3.16821
C -4.44173 -1.26727 2.73283
C -3.83617 -1.98921 1.69998
C -2.55617 -1.65353 1.31932
N -1.86951 -0.67879 1.90022
C -2.45084 0.00551 2.87347
Br -1.37464 1.38566 3.60944
C -3.72990 -0.22609 3.33007
H -6.08417 -2.23030 2.63286
H -4.36642 -2.79535 1.21487
H -2.04730 -2.16455 0.51274
H -4.17735 0.36200 4.11394
C 1.93731 -2.52237 0.53961
C 1.54367 -2.59563 1.96521
N 0.56829 -1.88818 2.48701
C 0.49673 -2.22400 3.80445
C 1.45940 -3.14339 4.08918
N 2.12216 -3.37393 2.91139
H 1.48414 -1.60594 0.13763
H 1.56778 -3.38127 -0.02038
H 3.01697 -2.46168 0.42451
H -0.23852 -1.79914 4.46009
H 1.74025 -3.61384 5.00703
H 2.89870 -4.00496 2.78827
F 5.17274 3.58281 2.52653
C 4.09408 2.82128 2.21124
C 3.00901 3.41921 1.60253
C 1.90623 2.63526 1.31597
C 1.87691 1.26115 1.58481
C 3.00651 0.70666 2.19464
C 4.11002 1.47568 2.52163
H 3.03453 4.47306 1.36960
H 1.04905 3.11597 0.86651
H 3.03337 -0.34723 2.44403
H 4.96816 1.04526 3.01982
C -0.30571 1.47572 -6.72152
C -0.39839 1.18389 -5.25203
C -1.29447 0.24911 -4.75072
C -1.46887 0.07571 -3.38883
C -2.42309 -0.95589 -2.87339
C -0.72712 0.86364 -2.50090
Se -1.28904 0.93358 -0.67848
C 0.27454 1.71506 -2.98288
C 1.18012 2.44434 -2.04414
C 0.41277 1.86389 -4.35248
H -0.97101 0.83773 -7.30196
H 0.71371 1.33403 -7.08196
H -0.58139 2.51576 -6.91108
H -1.88775 -0.34259 -5.43528
H -2.84173 -1.54204 -3.68618
H -3.23821 -0.48424 -2.32587
H -1.89762 -1.62472 -2.19257
H 1.37900 1.82189 -1.17034
H 0.71576 3.36860 -1.69884
H 2.12212 2.68571 -2.53114
H 1.15527 2.55004 -4.73646
*
```

natural (NBO) charges in e:
1. Pt 0.56
2. O -0.64
3. C 0.37
4. C -0.34
5. C 0.11
6. N -0.52
7. C 0.17
8. Br 0.11
9. C -0.33
10. H 0.49
11. H 0.22
12. H 0.22
13. H 0.25
14. C -0.68
15. C 0.39
16. N -0.52
17. C -0.08
18. C -0.11
19. N -0.51
20. H 0.27
21. H 0.23
22. H 0.23
23. H 0.22
24. H 0.22
25. H 0.42
26. F -0.34
27. C 0.38
28. C -0.29
29. C -0.26
30. C -0.15
31. C -0.28
32. C -0.29
33. H 0.22
34. H 0.22
35. H 0.20
36. H 0.22
37. C -0.62
38. C -0.01
39. C -0.23
40. C -0.07
41. C -0.63
42. C -0.10
43. Se -0.20
44. C -0.03
45. C -0.64
46. C -0.22
47. H 0.21
48. H 0.21
49. H 0.22
50. H 0.20
51. H 0.21
52. H 0.22
53. H 0.22
54. H 0.24
55. H 0.22
56. H 0.21
57. H 0.20

# 3
Below is 2 unconnected molecules or ions with the total composition C2H8OS in a non-equilibrium geometry, with properties calculated with ωB97M-V/def2-TZVPD.

Values from the calculation:
SMILES	CCO.S
relative energy (zero: lowest compared OMol25 entry of this formula, charge and spin)	0.591	eV
E_tot	-554.396155	Eh

The geometry in ORCA input format:
```
! wB97M-V def2-TZVPD RIJCOSX def2/J DEFGRID3
* xyz 0 1
C -1.20944 0.32975 1.05599
C -0.96940 -0.70303 -0.04958
O -0.62806 -0.05504 -1.28868
H -0.26628 0.85817 1.23587
H -1.45251 -0.18926 1.97885
H -1.87504 1.08274 0.64245
H -0.20879 -1.43280 0.22880
H -1.90598 -1.24141 -0.20484
H 0.25178 -0.38399 -1.43291
S 3.02173 0.43381 -1.24237
H 2.21163 1.46459 -0.87932
H 3.03036 -0.16353 -0.04426
*
```

natural (NBO) charges in e:
1. C -0.63
2. C -0.06
3. O -0.73
4. H 0.20
5. H 0.21
6. H 0.22
7. H 0.16
8. H 0.16
9. H 0.47
10. S -0.30
11. H 0.16
12. H 0.14

# 4
Below is 10 unconnected molecules or ions with the total composition C40H50N10 in a non-equilibrium geometry, with properties calculated with ωB97M-V/def2-TZVPD.

Values from the calculation:
SMILES	c1cc[nH]c1.c1cc[nH]c1.c1cc[nH]c1.c1cc[nH]c1.c1cc[nH]c1.c1cc[nH]c1.c1cc[nH]c1.c1cc[nH]c1.c1cc[nH]c1.c1cc[nH]c1
relative energy (zero: lowest compared OMol25 entry of this formula, charge and spin)	21.146	eV
E_tot	-2100.925619	Eh

The geometry in ORCA input format:
```
! wB97M-V def2-TZVPD RIJCOSX def2/J DEFGRID3
* xyz 0 1
C -8.67365 -6.49070 6.82680
C -7.40852 -6.77689 6.03810
C -7.91050 -7.08993 4.63347
N -9.29802 -7.00365 4.70293
C -9.78652 -6.60166 5.93736
H -8.77439 -6.08711 7.85560
H -6.41922 -6.73148 6.49763
H -7.29686 -7.31334 3.70216
H -9.82710 -7.19583 3.86439
H -10.96126 -6.62291 6.11948
C -4.43403 -6.07148 9.85300
C -5.74012 -6.10057 8.86426
C -5.43321 -4.94158 7.92238
N -4.30188 -4.23356 8.35263
C -3.68909 -4.85884 9.40917
H -4.30101 -6.86146 10.46316
H -6.17650 -6.95509 8.55783
H -5.96106 -4.43281 7.08349
H -3.95256 -3.42674 7.76236
H -2.72101 -4.39797 9.79122
C -1.45068 -8.35652 3.82936
C -1.52458 -8.35942 2.29625
C -0.75501 -7.11668 1.82013
N -0.33478 -6.48687 2.99568
C -0.73653 -7.07018 4.13469
H -1.88464 -9.16581 4.44586
H -2.01304 -9.12000 1.68335
H -0.43032 -6.71735 0.83977
H 0.21565 -5.66580 3.13896
H -0.48214 -6.62037 5.22148
C -8.45560 -1.71368 3.93031
C -8.50284 -1.33948 5.36865
C -8.33870 -2.67247 6.18584
N -8.33198 -3.69693 5.20404
C -8.09802 -3.21884 3.85526
H -8.52765 -0.93226 3.16380
H -8.78405 -0.37908 5.76960
H -8.20641 -2.97154 7.12691
H -8.64338 -4.49013 5.59470
H -8.23410 -3.87757 3.00406
C -7.13757 1.13735 2.07564
C -5.93630 0.59961 2.74533
C -5.20006 1.80805 3.34982
N -5.99064 2.92827 3.03358
C -7.12350 2.61152 2.31222
H -7.86906 0.63009 1.43644
H -5.58219 -0.42819 2.84564
H -4.29008 1.97717 3.87772
H -5.73451 3.62508 3.41762
H -7.83866 3.34678 2.05704
C -4.40406 -3.57065 2.78004
C -5.13416 -4.41174 3.87722
C -4.45707 -5.63897 3.87469
N -3.34290 -5.63564 2.95950
C -3.30209 -4.34061 2.31971
H -4.53415 -2.62298 2.44145
H -5.87862 -4.08409 4.39525
H -4.72306 -6.55250 4.39916
H -2.53443 -6.41763 3.01997
H -2.53563 -3.93214 1.49715
C -0.91487 -4.31932 6.85295
C -0.37577 -3.39309 5.71174
C -1.20473 -3.93767 4.49397
N -2.23957 -4.69968 4.86984
C -2.08073 -5.16290 6.15354
H -0.74601 -4.37743 7.89337
H 0.37034 -2.52669 5.82485
H -1.27867 -3.69555 3.33708
H -3.04563 -5.17916 4.24483
H -2.82935 -5.92461 6.43192
C -2.13966 -5.38029 -1.14724
C -1.01256 -5.87886 -1.96325
C -1.39591 -7.31135 -2.41658
N -2.66374 -7.51872 -1.89295
C -3.13080 -6.52442 -1.00500
H -2.17364 -4.50434 -0.54572
H -0.04942 -5.36313 -2.10708
H -0.80577 -7.97601 -3.09097
H -3.21633 -8.48455 -2.06311
H -4.17592 -6.48876 -0.46993
C -4.07553 -0.34767 7.56190
C -4.95544 -0.91964 6.44952
C -4.25525 -2.19095 5.83787
N -3.03372 -2.18779 6.48787
C -2.95713 -1.44244 7.57585
H -4.33378 0.38436 8.28078
H -5.89173 -0.76328 5.98352
H -4.50950 -2.99119 5.09398
H -2.44843 -3.05581 6.24385
H -2.20396 -1.30848 8.27018
C -2.77752 -1.54078 -1.33004
C -2.80316 -1.58955 0.11405
C -3.33051 -0.35069 0.66535
N -3.60983 0.42248 -0.42624
C -3.37913 -0.17996 -1.66033
H -2.44119 -2.27130 -2.03745
H -2.10356 -2.32293 0.49818
H -3.48086 0.16511 1.62310
H -4.22151 1.13106 -0.49991
H -3.74540 0.23664 -2.57085
*
```

Here are the Mulliken charges for atoms 1 to 99, given in e:
1. C -0.80
2. C 0.18
3. C -0.86
4. N 0.07
5. C -0.41
6. H 0.34
7. H 0.48
8. H 0.34
9. H 0.23
10. H 0.27
11. C -1.03
12. C -0.90
13. C 0.12
14. N 0.04
15. C -0.36
16. H 0.50
17. H 0.63
18. H 0.38
19. H 0.03
20. H 0.35
21. C -0.53
22. C -0.30
23. C -0.49
24. N 0.07
25. C -0.58
26. H 0.42
27. H 0.41
28. H 0.54
29. H 0.39
30. H 0.31
31. C -0.46
32. C -0.90
33. C -0.51
34. N 0.16
35. C -0.71
36. H 0.47
37. H 0.47
38. H 0.66
39. H 0.50
40. H 0.48
41. C -0.92
42. C 0.03
43. C -0.57
44. N 0.04
45. C -0.59
46. H 0.48
47. H 0.65
48. H 0.46
49. H -0.07
50. H 0.49
51. C -0.06
52. C -0.78
53. C -1.62
54. N 0.00
55. C -1.23
56. H 0.75
57. H 1.53
58. H 0.60
59. H 0.53
60. H -0.25
61. C -0.65
62. C -1.04
63. C -0.03
64. N 1.55
65. C -0.72
66. H 0.54
67. H 0.31
68. H 0.23
69. H 0.08
70. H 0.39
71. C 0.03
72. C -0.66
73. C -0.49
74. N -0.10
75. C -0.51
76. H 0.50
77. H 0.37
78. H 0.38
79. H 0.30
80. H 0.32
81. C -1.32
82. C -0.65
83. C 0.50
84. N -0.67
85. C -0.34
86. H 0.43
87. H 0.57
88. H -0.14
89. H 0.60
90. H 0.52
91. C -0.59
92. C 0.30
93. C -1.03
94. N 0.02
95. C -0.71
96. H 0.51
97. H 0.57
98. H 0.55
99. H 0.25

# 5
Below is a single C2H3N3O2 molecule in a non-equilibrium geometry, with properties calculated with ωB97M-V/def2-TZVPD.

Values from the calculation:
SMILES	Oc1n[nH]c(O)n1
relative energy (zero: lowest compared OMol25 entry of this formula, charge and spin)	0.747	eV
E_tot	-392.766075	Eh

The geometry in ORCA input format:
```
! wB97M-V def2-TZVPD RIJCOSX def2/J DEFGRID3
* xyz 0 1
O 2.43524 -0.41168 -0.00887
C 1.18795 0.03534 -0.03276
N 0.83617 1.30938 0.02382
N -0.53274 1.17193 -0.03112
C -0.90562 -0.08119 -0.04777
O -2.21920 -0.42703 -0.00556
N 0.14619 -0.85172 -0.00758
H 2.32072 -1.35623 -0.00797
H -1.08176 1.99552 0.01113
H -2.18694 -1.38433 0.10668
*
```

natural (NBO) charges in e:
1. O -0.64
2. C 0.58
3. N -0.35
4. N -0.39
5. C 0.64
6. O -0.65
7. N -0.62
8. H 0.49
9. H 0.41
10. H 0.50

# 6
Below is a molecular structure, C43H71NO3P2S3ScSi in a non-equilibrium geometry, with properties calculated with ωB97M-V/def2-TZVPD.

Values from the calculation:
relative energy (zero: lowest compared OMol25 entry of this formula, charge and spin)	2.315	eV
E_tot	-4888.305834	Eh

The geometry in ORCA input format:
```
! wB97M-V def2-TZVPD RIJCOSX def2/J DEFGRID3
* xyz 3 1
Sc -15.87854 10.76645 8.83568
C -19.01179 12.10611 11.72297
Si -18.84689 12.22099 9.85780
C -20.34477 11.92489 8.79353
C -21.31184 12.88536 8.56631
C -22.38738 12.58155 7.70731
C -22.43356 11.36027 7.08967
C -21.43474 10.37977 7.25035
C -20.40923 10.69576 8.11757
P -19.15384 9.51452 8.67181
C -19.79353 8.35051 9.86381
C -19.96653 8.96233 11.24828
C -21.28973 9.69368 11.47899
C -22.41298 8.70091 11.23791
C -22.42349 8.29068 9.79662
C -21.08755 7.61586 9.39213
C -18.19760 8.41234 7.51331
C -17.47053 9.16724 6.37041
C -18.36504 9.27715 5.09486
C -18.74559 7.93452 4.55954
C -19.56630 7.19482 5.61092
C -18.79623 7.09666 6.96766
C -17.81105 13.79893 9.59617
C -18.25193 14.81759 10.45744
C -17.84159 16.14258 10.30188
C -16.83034 16.43824 9.38422
C -16.26230 15.39070 8.60404
C -16.76435 14.08287 8.70541
P -16.25625 12.95539 7.28405
C -17.22883 13.47455 5.82361
C -17.13968 12.43903 4.68664
C -18.21647 12.75058 3.60529
C -18.54507 14.21116 3.63819
C -19.27256 14.60980 4.95235
C -18.71561 13.77173 6.10085
C -14.48040 13.45151 6.99556
C -14.20145 14.62730 5.97677
C -14.10239 14.23888 4.48187
C -13.27063 12.96404 4.29776
C -13.61407 11.81500 5.23204
C -13.47592 12.30794 6.66039
H -19.85821 11.49430 11.97757
H -18.10796 11.61729 12.12969
H -19.17028 13.03262 12.23823
H -21.28543 13.92691 9.03619
H -23.13259 13.34312 7.54240
H -23.26081 11.16648 6.39757
H -21.43280 9.45463 6.70687
H -19.01376 7.58203 9.92291
H -19.93441 8.12559 11.96812
H -19.14328 9.58631 11.55521
H -21.30326 10.08196 12.52266
H -21.48256 10.58488 10.85812
H -22.38672 7.77126 11.85100
H -23.35226 9.11958 11.60005
H -23.28793 7.69257 9.57626
H -22.53841 9.25567 9.23808
H -21.10505 6.68108 9.93067
H -21.09245 7.40067 8.32041
H -17.43632 8.05431 8.25064
H -17.21611 10.15720 6.69873
H -16.58055 8.66180 6.06890
H -19.26469 9.81762 5.33734
H -17.82651 9.83309 4.35347
H -19.29135 8.01105 3.64367
H -17.84838 7.31388 4.38788
H -20.41370 7.82724 5.76272
H -19.80773 6.20341 5.21019
H -19.39569 6.50238 7.70662
H -17.88230 6.56217 6.70609
H -19.08620 14.67757 11.11076
H -18.24789 16.88104 11.00391
H -16.36841 17.43239 9.37894
H -15.48682 15.67104 7.93893
H -16.74843 14.41083 5.44389
H -16.22166 12.58844 4.16708
H -17.21831 11.38131 5.00834
H -17.82111 12.42837 2.63757
H -19.11498 12.12684 3.81515
H -17.60760 14.75918 3.51274
H -19.17175 14.43685 2.80661
H -18.95449 15.63164 5.18700
H -20.37544 14.46493 4.88991
H -18.84464 14.28139 7.02847
H -19.18545 12.77845 6.19917
H -14.19320 13.87777 7.96843
H -15.04028 15.34461 6.09183
H -13.24994 15.13105 6.24435
H -15.10753 14.09739 4.05203
H -13.67530 15.10802 3.99596
H -13.25877 12.67208 3.24815
H -12.25825 13.24848 4.64856
H -14.62760 11.46569 5.03875
H -12.98231 10.93962 5.10371
H -13.59418 11.48779 7.34195
H -12.45871 12.74741 6.84833
C -10.58184 10.88201 8.96167
C -10.58037 11.28776 10.42394
S -12.12153 10.95337 11.33691
C -11.97542 9.30192 12.04039
C -11.45483 8.21164 11.14865
S -12.37424 7.66453 9.65908
C -11.09894 7.23438 8.45768
C -10.55597 8.37579 7.63974
S -9.48608 9.49152 8.67812
H -10.20923 11.71888 8.28263
H -11.56016 10.54858 8.60110
H -10.43766 12.36251 10.58992
H -9.76406 10.80221 10.98731
H -12.94642 9.00142 12.49380
H -11.24827 9.29077 12.84973
H -11.32797 7.29934 11.71582
H -10.48543 8.48810 10.77115
H -11.65727 6.51866 7.91509
H -10.29867 6.64337 8.87112
H -11.28896 9.04999 7.16033
H -9.99020 7.98677 6.79735
O -14.54526 11.88173 10.04638
H -13.63506 11.41261 10.35684
H -14.72886 12.67637 10.54691
O -17.03431 10.02919 10.18581
N -18.02341 10.66804 9.31530
O -14.63263 9.18518 8.22860
H -14.11767 9.38488 7.41001
H -13.89117 8.81817 8.78941
*
```

Here are the Mulliken charges for atoms 1 to 99, given in e:
1. Sc 0.41
2. C -1.10
3. Si -0.33
4. C 0.71
5. C -0.22
6. C -1.16
7. C -0.92
8. C -0.25
9. C 0.90
10. P -0.23
11. C 0.40
12. C -1.42
13. C -0.44
14. C -1.64
15. C -0.34
16. C -1.14
17. C 0.26
18. C -0.13
19. C -0.25
20. C -1.45
21. C -0.40
22. C -1.36
23. C 0.99
24. C -1.18
25. C -0.82
26. C -1.15
27. C -0.88
28. C 0.60
29. P 1.50
30. C 0.92
31. C 0.95
32. C -0.52
33. C -0.97
34. C -0.93
35. C -0.13
36. C -0.18
37. C -1.52
38. C -0.21
39. C -1.18
40. C -0.49
41. C -0.05
42. H 0.13
43. H 0.26
44. H 0.71
45. H 0.36
46. H 0.53
47. H 0.50
48. H 0.38
49. H 0.86
50. H 0.71
51. H 0.38
52. H 0.68
53. H 0.22
54. H 0.37
55. H 0.52
56. H 0.62
57. H -0.07
58. H 0.56
59. H 0.17
60. H 0.52
61. H -1.07
62. H 1.01
63. H -0.01
64. H 0.93
65. H 0.49
66. H 0.39
67. H 0.01
68. H 0.45
69. H 0.43
70. H 0.62
71. H 0.29
72. H 0.48
73. H 0.45
74. H 0.44
75. H 0.97
76. H 0.45
77. H -2.51
78. H 0.53
79. H 0.25
80. H 0.21
81. H 0.59
82. H 0.37
83. H 0.41
84. H 0.42
85. H -0.37
86. H 0.80
87. H 0.37
88. H 0.59
89. H -0.13
90. H 0.58
91. H 0.48
92. H 0.33
93. H 0.02
94. H 0.55
95. H -0.83
96. H 0.64
97. C 0.70
98. C -0.92
99. S -0.03

LUMO, respectively: 0.78, -0.03, 0.71, 0.51, 0.63, -7.61 eV.
Frontier orbital gap, respectively: 10.55, 6.64, 10.74, 7.87, 9.85, 7.51 eV.
Molar mass, respectively: 86.1, 744.4, 80.2, 670.9, 101.1, 881.2 Da.